1.
ORCA calculation (wB97M-V/def2-TZVPD) on a structure of composition C28H35N5OsP2Se.

Properties
orbital gap (alpha / beta): 5.899 / 4.057 eV
electronic energy: -4535.60625 Eh
ΔE to the lowest compared entry with this formula, charge and spin: 63.24 kcal per mole
LUMO energy (alpha / beta): -0.27010 / -0.33731 hartree

Geometry as ORCA input:
```
! wB97M-V def2-TZVPD RIJCOSX def2/J DEFGRID3
* xyz 2 5
Os -0.14 1.02 0.95
Se -2.24 -0.07 5.80
P -1.48 -0.94 1.16
P 1.43 -0.55 0.49
N -1.12 0.54 3.15
N 2.39 -1.61 1.47
N -2.64 0.39 0.73
N 2.90 0.51 0.03
N -2.75 -1.91 1.90
C -3.81 1.88 -0.53
C -2.05 1.73 0.99
C -3.98 -2.27 1.33
C -1.45 0.19 -2.64
C 3.67 -3.37 2.12
C -0.91 -2.00 -0.23
C 3.31 -1.14 2.42
C 0.37 2.97 -3.18
C -1.59 0.32 4.22
C 1.01 2.03 -2.23
C -0.54 -0.66 -3.50
C 1.36 0.77 -2.52
C -0.86 2.33 -3.86
C -2.70 -2.46 3.18
C 4.20 0.31 -0.43
C -3.66 0.53 -0.16
C 1.16 1.48 2.47
C 0.90 -0.11 -3.66
C -1.63 1.49 -2.88
C -2.79 2.61 0.06
C 0.59 -1.76 -0.61
C 2.65 -2.98 1.28
C 4.83 1.55 -0.56
C 3.90 2.55 -0.19
C -4.72 -2.95 2.28
C 4.10 -2.20 2.84
C 2.72 1.89 0.14
C -3.92 -3.07 3.46
H 4.03 3.63 -0.15
H 3.33 -0.10 2.69
H 5.86 1.73 -0.86
H 1.12 -2.71 -0.72
H -2.10 -0.37 -1.98
H -4.30 -0.29 -0.45
H 1.61 -0.96 -3.71
H 1.22 0.70 3.24
H -2.55 3.66 -0.03
H 1.38 2.53 -1.35
H -1.57 -1.87 -1.09
H 0.54 2.29 2.90
H 0.68 -1.27 -1.59
H -0.49 -1.66 -3.05
H -1.52 3.14 -4.19
H -1.03 -3.05 0.10
H -4.21 -2.04 0.31
H 0.04 3.84 -2.60
H 4.91 -2.15 3.55
H -2.17 2.08 2.03
H -0.96 -0.80 -4.51
H 2.09 -3.55 0.57
H 1.75 2.31 0.45
H 1.09 3.35 -3.94
H -5.73 -3.32 2.14
H -2.47 2.04 -2.47
H 4.58 -0.69 -0.60
H 2.17 1.90 2.32
H -4.59 2.24 -1.21
H 0.99 0.41 -4.62
H 4.07 -4.37 2.18
H 2.26 0.36 -2.07
H -4.19 -3.52 4.40
H -0.53 1.77 -4.74
H -1.81 -2.31 3.79
*
```

---

2.
ORCA calculation (wB97M-V/def2-TZVPD) on a structure of composition C28H35N5P2PtS.

Properties
orbital gap (alpha / beta): 4.783 / 7.221 eV
electronic energy: -2561.54227 Eh
ΔE to the lowest compared entry with this formula, charge and spin: 74.81 kcal per mole
LUMO energy (alpha / beta): -0.01246 / -0.01983 hartree

Geometry as ORCA input:
```
! wB97M-V def2-TZVPD RIJCOSX def2/J DEFGRID3
* xyz 0 3
Pt 0.00 0.00 3.45
S 0.00 0.00 5.45
P -1.47 -0.69 1.81
P 1.62 -0.47 1.88
N -2.86 -1.66 2.18
N -2.10 0.58 0.80
N 2.85 -1.68 2.17
N 0.00 0.00 8.53
N 2.64 0.83 1.35
C -2.45 0.55 -0.56
C 2.91 -2.95 1.58
C -2.96 -2.39 3.36
C 0.00 0.00 7.26
C -0.53 -1.73 0.58
C -2.91 1.81 -0.90
C -2.34 1.86 1.29
C 3.80 -3.72 2.31
C -4.69 -2.94 2.00
C 2.43 2.16 1.72
C -0.01 -0.34 -5.49
C 0.18 2.91 -5.56
C 3.68 -1.67 3.29
C 4.05 2.08 0.13
C -4.08 -3.20 3.27
C -2.19 0.71 -4.51
C 4.29 -2.91 3.38
C 3.29 2.95 0.98
C -2.85 2.63 0.27
C 1.01 1.91 -4.79
C 0.94 0.57 -4.75
C -3.93 -2.00 1.34
C 0.83 -1.07 0.29
C -1.36 -0.53 -4.76
C 1.42 0.56 4.91
C -1.17 2.42 -6.13
C 3.63 0.78 0.36
C -2.12 1.92 -5.07
H 1.64 0.07 -4.09
H 5.02 -3.20 4.14
H -3.26 2.10 -1.90
H 3.37 4.03 1.05
H 4.08 -4.75 2.08
H -1.97 -1.25 -5.32
H 1.03 1.36 5.57
H -2.95 0.57 -3.74
H -1.17 -1.00 -3.79
H 2.31 -3.19 0.70
H -1.00 1.67 -6.90
H -1.11 -1.91 -0.34
H -0.01 3.76 -4.89
H -5.61 -3.39 1.62
H -0.41 -2.71 1.09
H -4.06 -1.52 0.38
H 3.76 -0.78 3.90
H 1.66 -0.33 5.52
H 1.51 -1.74 -0.27
H 0.69 -0.15 -0.31
H -3.13 3.69 0.34
H -2.21 -2.26 4.15
H -2.12 2.09 2.34
H -2.34 -0.35 -1.15
H -1.63 3.27 -6.64
H 0.45 -1.33 -5.57
H 1.77 2.37 -4.16
H -2.82 2.67 -4.69
H -0.18 -0.01 -6.51
H 1.68 2.40 2.48
H -4.43 -3.88 4.05
H 4.83 2.38 -0.58
H 3.96 -0.17 -0.05
H 0.79 3.31 -6.38
H 2.36 0.92 4.44
*
```

---

3.
ORCA calculation (wB97M-V/def2-TZVPD) on a cluster of 7 separate species, C28H35N7 in total.

Properties
orbital gap: 7.635 eV
electronic energy: -1470.64078 Eh
structure (SMILES): c1cc[nH]c1.c1cc[nH]c1.c1cc[nH]c1.c1cc[nH]c1.c1cc[nH]c1.c1cc[nH]c1.c1cc[nH]c1
ΔE to the lowest compared entry with this formula, charge and spin: 339.17 kcal per mole
LUMO energy: 0.01423 hartree

Geometry as ORCA input:
```
! wB97M-V def2-TZVPD RIJCOSX def2/J DEFGRID3
* xyz 0 1
N 0.72 -1.00 4.27
N 2.52 1.45 5.65
N 0.08 -0.85 0.97
N 2.24 -2.35 -0.42
N -3.55 2.63 -2.38
N -2.57 -2.95 -4.93
N 1.22 6.23 1.07
C 3.98 -2.75 -1.97
C 1.63 6.61 -0.25
C 2.06 2.19 3.58
C -4.04 -3.92 -3.33
C -4.53 0.67 -3.21
C 2.97 -1.78 -1.41
C 0.99 4.90 1.24
C 0.15 0.53 -0.89
C 2.72 -3.53 -0.07
C -3.16 -2.72 -3.65
C 3.57 1.01 4.91
C -0.58 -1.38 4.19
C -0.93 -0.40 -1.10
C 3.87 -4.01 -0.97
C -0.77 -2.78 3.66
C 1.50 2.04 4.97
C 1.57 -2.02 3.70
C 0.62 -3.14 3.31
C -2.68 2.33 -3.47
C 3.36 1.51 3.49
C -3.29 -4.04 -5.57
C 0.68 0.18 0.48
C 1.19 4.29 -0.12
C -0.87 -1.34 0.15
C -3.26 1.02 -4.02
C -4.60 1.79 -2.14
C 1.74 5.40 -1.10
C -4.03 -4.81 -4.48
H -4.53 -5.76 -4.80
H 1.56 0.49 1.04
H -1.54 -3.36 3.47
H 1.11 3.33 -0.32
H 1.46 -1.64 -0.09
H 0.61 4.35 2.23
H 2.68 -1.95 3.66
H 0.45 1.20 -1.51
H 0.39 2.35 5.57
H -2.06 -2.26 -5.48
H -3.52 3.62 -1.90
H 2.64 1.19 6.63
H -2.97 -1.73 -3.24
H 0.17 -0.89 2.00
H 1.68 2.78 2.66
H -2.96 0.37 -5.04
H 3.88 1.65 2.58
H 0.99 6.94 1.70
H -5.43 1.97 -1.31
H -1.20 -0.61 4.48
H 2.29 -4.04 0.78
H 4.87 -2.46 -2.52
H 0.86 -4.04 2.77
H -5.31 -0.07 -3.42
H 0.99 -0.10 4.46
H 1.83 7.59 -0.54
H 2.08 5.30 -2.05
H -2.00 2.99 -3.95
H -1.50 -2.21 0.36
H 2.49 -0.94 -1.96
H -4.59 -4.05 -2.27
H 4.41 0.34 5.38
H -1.73 -0.29 -1.98
H 4.49 -4.75 -0.95
H -3.08 -4.32 -6.61
*
```

---

4.
ORCA calculation (wB97M-V/def2-TZVPD) on a structure of composition C28H35N9PSc.

Properties
orbital gap: 6.969 eV
electronic energy: -2682.55850 Eh
ΔE to the lowest compared entry with this formula, charge and spin: 1.19 kcal per mole
LUMO energy: -0.19725 hartree

Geometry as ORCA input:
```
! wB97M-V def2-TZVPD RIJCOSX def2/J DEFGRID3
* xyz 2 1
Sc -0.08 -0.02 -0.04
P 2.04 2.01 2.08
N 0.86 0.62 4.21
N 0.45 -0.06 -2.32
N 0.04 2.26 0.06
N 0.13 -0.06 2.25
N -0.63 -1.84 -0.63
N -2.39 -0.09 0.38
N 4.16 0.55 0.95
N 2.19 -0.11 0.24
N 0.82 4.18 0.83
C 0.93 -4.18 -3.11
C 5.21 1.27 1.67
C -0.73 0.33 -3.13
C 3.14 -0.95 -0.28
C -2.85 0.88 1.39
C 1.58 5.16 1.59
C 0.16 -3.76 -2.03
C 0.04 -0.45 4.44
C -0.40 -0.87 3.22
C -0.60 3.29 -0.58
C 0.05 -2.41 -1.72
C 0.91 0.83 2.88
C -0.13 4.48 -0.11
C 1.57 0.83 -2.71
C 1.61 -3.26 -3.90
C -3.54 -3.23 2.08
C 0.71 -1.49 -2.56
C 4.36 -0.54 0.16
C -2.50 -1.49 0.80
C -1.66 -3.73 0.66
C -2.63 -4.14 1.56
C -3.47 -1.90 1.70
C 1.59 1.35 5.25
C 1.48 -1.91 -3.63
C 0.90 2.83 0.92
C -1.59 -2.40 0.23
C -3.21 0.09 -0.84
C 2.83 0.79 0.99
H -0.48 0.28 -4.19
H -1.54 -0.37 -2.94
H -2.66 -5.17 1.87
H 6.17 0.95 1.28
H 2.65 5.04 1.39
H -1.06 -1.69 2.98
H 1.37 1.83 -2.34
H -0.35 -4.51 -1.45
H -2.59 1.89 1.06
H 1.45 2.42 5.13
H 1.38 5.06 2.65
H 5.16 1.04 2.73
H -2.98 -0.70 -1.55
H -3.94 0.85 1.51
H -3.01 1.07 -1.29
H 5.35 -0.93 -0.03
H -0.38 5.49 -0.36
H -1.03 1.35 -2.88
H -4.30 -3.56 2.78
H 1.27 6.15 1.27
H 1.98 -1.19 -4.26
H -4.16 -1.19 2.12
H -0.93 -4.45 0.32
H 2.22 -3.60 -4.72
H 2.65 1.10 5.20
H -2.39 0.69 2.35
H -4.27 0.03 -0.59
H -0.16 -0.81 5.43
H 1.00 -5.23 -3.32
H 2.51 0.47 -2.30
H 1.66 0.89 -3.80
H 5.11 2.34 1.51
H 2.88 -1.78 -0.92
H 1.20 1.04 6.22
H -1.36 3.12 -1.32
*
```

---

5.
ORCA calculation (wB97M-V/def2-TZVPD) on a cluster of 2 separate species, C28H35NO4 in total.

Properties
orbital gap: 1.380 eV
electronic energy: -1443.55003 Eh
ΔE to the lowest compared entry with this formula, charge and spin: 53.40 kcal per mole
LUMO energy: -0.11649 hartree

Geometry as ORCA input:
```
! wB97M-V def2-TZVPD RIJCOSX def2/J DEFGRID3
* xyz 0 1
O 1.29 -0.38 4.26
O 1.51 -2.60 4.69
O -2.84 -1.02 4.12
O -1.11 0.42 3.79
N 0.22 5.48 -1.56
C 1.12 2.43 -3.30
C 3.74 -0.87 -2.70
C 1.08 4.92 -0.61
C -1.22 -3.21 4.30
C 0.99 3.55 -2.44
C 1.57 3.71 -1.12
C -0.69 4.93 -3.84
C 4.22 0.43 -2.57
C 2.62 -0.29 4.68
C -1.39 -3.55 5.77
C 3.40 1.51 -2.79
C 1.60 0.02 -3.36
C 2.42 -1.06 -3.11
C 0.79 -1.65 4.37
C 1.45 5.34 0.67
C 3.21 1.07 4.40
C -0.54 6.72 -1.38
C 2.05 1.34 -3.16
C -3.31 0.98 5.41
C 2.38 2.89 -0.33
C -1.50 -0.73 3.99
C -3.58 0.18 4.15
C 4.60 -2.03 -2.37
C 2.75 3.32 0.92
C 2.28 4.54 1.42
C -0.42 -4.28 3.55
C -0.61 -1.84 4.15
C 0.15 4.66 -2.65
H 2.62 -0.52 5.75
H 1.07 6.26 1.07
H 3.39 2.70 1.53
H -0.42 -3.61 6.27
H 0.57 -0.14 -3.66
H -0.33 7.17 -0.40
H 3.23 1.26 3.33
H -3.50 0.37 6.29
H -1.61 6.53 -1.44
H 4.90 -2.02 -1.32
H -2.26 1.27 5.44
H 5.51 -2.03 -2.97
H -1.97 -2.78 6.28
H -3.91 1.88 5.49
H 2.70 1.93 -0.69
H 0.58 -4.37 3.96
H -0.40 5.88 -4.31
H 2.04 -2.06 -3.22
H 4.09 -2.98 -2.55
H -0.59 4.15 -4.60
H 3.17 -1.09 4.18
H -0.89 -5.26 3.62
H -2.22 -3.15 3.84
H -1.74 4.99 -3.57
H -1.90 -4.50 5.91
H -4.64 -0.11 4.07
H 4.22 1.17 4.79
H 2.58 4.85 2.41
H 3.78 2.52 -2.68
H -0.32 -4.03 2.49
H 0.36 2.31 -4.06
H -0.28 7.45 -2.14
H 5.25 0.58 -2.28
H 2.59 1.85 4.85
H -3.31 0.74 3.25
*
```

---

6.
ORCA calculation (wB97M-V/def2-TZVPD) on a structure of composition C28H36CaN5OS3.

Properties
orbital gap: 7.396 eV
electronic energy: -3309.60737 Eh
ΔE to the lowest compared entry with this formula, charge and spin: 14.04 kcal per mole
LUMO energy: -0.07044 hartree

Geometry as ORCA input:
```
! wB97M-V def2-TZVPD RIJCOSX def2/J DEFGRID3
* xyz 1 1
Ca 6.13 -12.35 -9.33
S 4.97 -14.32 -7.15
S 8.42 -13.59 -7.77
S 6.37 -11.17 -6.34
O 6.56 -10.08 -9.60
N 3.74 -12.12 -10.35
N 5.99 -14.10 -10.85
N 8.02 -12.67 -11.83
N 3.22 -13.26 -10.83
N 7.86 -11.77 -10.90
C 4.24 -17.06 -9.42
C 6.37 -15.32 -6.67
C 6.03 -12.91 -16.48
C 8.67 -12.80 -6.20
C 5.24 -16.27 -9.92
C 4.97 -14.94 -10.35
C 3.60 -14.52 -10.30
C 7.46 -12.28 -5.37
C 5.12 -14.23 -14.46
C 9.22 -13.12 -11.89
C 7.66 -15.25 -7.47
C 2.64 -15.38 -9.79
C 9.97 -12.45 -10.95
C 7.03 -12.82 -14.16
C 6.07 -13.34 -15.06
C 4.70 -11.78 -5.94
C 7.65 -7.91 -9.58
C 2.26 -11.64 -11.94
C 2.96 -16.60 -9.22
C 6.01 -13.98 -12.19
C 3.10 -11.13 -10.99
C 6.92 -13.14 -12.78
C 2.34 -13.02 -11.84
C 5.13 -14.57 -13.08
C 1.99 -17.52 -8.55
C 4.57 -13.26 -5.74
C 9.08 -11.59 -10.34
C 6.73 -8.83 -8.90
H 9.27 -13.48 -5.58
H 9.29 -11.92 -6.36
H 7.55 -15.53 -8.53
H 4.06 -11.47 -6.76
H 5.12 -13.66 -4.95
H 6.93 -12.40 -16.76
H 4.50 -18.01 -8.96
H 3.49 -13.47 -5.49
H 5.94 -13.79 -17.13
H 6.93 -13.16 -5.01
H 1.85 -13.84 -12.36
H 1.09 -17.84 -9.11
H 5.75 -8.41 -8.63
H 9.22 -10.84 -9.57
H 3.43 -10.12 -10.84
H 6.24 -16.71 -9.99
H 1.61 -15.16 -9.87
H 8.58 -8.42 -9.68
H 8.36 -16.00 -7.11
H 4.36 -11.18 -5.10
H 1.58 -17.07 -7.70
H 7.34 -7.61 -10.62
H 6.60 -15.13 -5.61
H 9.49 -13.91 -12.56
H 11.02 -12.49 -10.87
H 4.46 -14.68 -15.16
H 7.75 -11.76 -4.42
H 7.14 -9.06 -7.95
H 7.07 -10.27 -10.43
H 5.20 -12.21 -16.67
H 4.43 -15.30 -12.75
H 1.66 -11.05 -12.64
H 7.70 -7.01 -8.91
H 7.77 -12.10 -14.51
H 2.59 -18.39 -8.29
H 6.11 -16.36 -6.68
*
```

---

Number 1: maximum force 0.090 Eh/bohr. Number 2: maximum force 0.301 Eh/bohr. Number 3: maximum force 0.252 Eh/bohr. Number 4: maximum force 0.007 Eh/bohr. Number 5: maximum force 0.057 Eh/bohr. Number 6: maximum force 0.081 Eh/bohr.